Below is C3H8N3O as an isolated structure in a non-equilibrium geometry, with properties calculated with ωB97M-V/def2-TZVPD.

Results
<S²>: 2.012
Energy: -9745.9583 eV
Strongest force on any atom: 5.9 eV/Å
LUMO (alpha / beta): -3.43 / -7.69 eV
HOMO (alpha / beta): -10.04 / -14.39 eV
ΔE to the lowest compared entry with this formula, charge and spin: 46.0 kcal per mole
Net charge: +1
2S+1: 3

Structure (XYZ):
```
15
Properties=species:S:1:pos:R:3:forces:R:3
C 0.18080 -0.08892 1.20686 4.44 -3.25 2.22
C 0.64518 -0.82889 -0.01720 2.72 -0.68 5.22
C -1.58860 0.72515 -0.05084 -0.59 -1.66 5.00
N -0.88325 0.52146 1.04411 -4.07 3.40 -1.46
N -2.61368 -0.02052 -0.27702 -0.11 3.08 -3.62
N 2.27448 0.15127 -0.44093 1.09 -0.12 -3.71
O 0.00701 -0.76422 -1.02331 -2.15 -0.54 -3.74
H 0.67553 -0.02005 2.26577 -0.41 -0.80 -2.52
H 1.22235 -1.78617 0.19442 -0.40 0.76 -0.15
H -1.64350 1.67958 -0.38491 0.37 2.84 -2.25
H -3.24440 0.31309 -0.96568 -0.70 0.19 -0.76
H -2.92323 -0.76949 0.18069 -0.72 -3.85 2.61
H 2.58239 -0.12799 -1.43522 -0.49 0.38 1.89
H 2.99192 -0.13718 0.16261 1.34 -0.56 1.08
H 2.31698 1.15286 -0.45935 -0.32 0.81 0.19
```
Forces are in eV/Å.

Below is one molecule with the formula C4H5BrF3NO in a non-equilibrium geometry, with properties calculated with ωB97M-V/def2-TZVPD.

Results
<S²>: 2.006
Energy: -85955.5606 eV
Strongest force on any atom: 9.7 eV/Å
LUMO (alpha / beta): 0.75 / -3.19 eV
HOMO (alpha / beta): -5.00 / -10.14 eV
Net charge: 0
2S+1: 3

Structure (XYZ):
```
15
Properties=species:S:1:pos:R:3:forces:R:3
C -0.17791 1.28252 0.22284 7.12 1.18 -6.54
C 0.82499 2.30503 -0.41063 -0.54 0.99 3.63
C -0.22959 -1.06191 0.84392 -0.58 -0.58 -4.35
C -0.87637 -2.02586 -0.56701 1.78 1.96 2.45
N 0.39420 0.08035 0.25545 -0.24 -5.71 2.85
O -1.17179 1.60332 0.83101 -5.79 2.15 4.49
F -0.76358 -1.32650 -1.72650 -0.48 -0.49 1.06
F -0.10999 -3.09539 -0.67825 -0.35 -0.77 -0.44
F -2.14906 -2.34044 -0.32405 0.26 -0.15 -0.50
Br 0.88988 -2.13344 1.95554 0.26 -0.23 0.02
H 1.89665 2.18679 -0.23477 -0.07 -0.70 0.59
H 0.70036 2.38950 -1.39739 -0.63 -0.40 -4.14
H 0.60596 3.32180 -0.11845 -0.22 0.34 0.70
H -1.08738 -0.86337 1.37969 -1.77 0.69 1.15
H 1.25361 -0.32239 -0.03141 1.26 1.71 -0.97
```
Forces are in eV/Å.

Below is one molecule with the formula C16H24N2O4S2, with properties calculated with ωB97M-V/def2-TZVPD.

Results
SMILES string: COc1ccc(S(=O)(=O)NC[C@@H]2CCCN(C(=O)CSC)C2)cc1
Energy: -49822.2529 eV
Strongest force on any atom: 0.8 eV/Å
LUMO: 0.69 eV
HOMO: -8.61 eV
ΔE to the lowest compared entry with this formula, charge and spin: 7.6 kcal per mole
Net charge: 0

Structure (XYZ):
```
48
Properties=species:S:1:pos:R:3:forces:R:3
C 5.40970 3.04966 0.28709 0.00 0.24 -0.06
H 5.41523 3.18064 -0.79905 -0.02 -0.01 0.04
H 4.55062 3.57485 0.71483 0.02 -0.03 -0.02
O 5.41012 1.68511 0.64226 -0.05 -0.34 0.06
C 4.37146 0.90787 0.25671 -0.15 -0.15 -0.05
C 4.44381 -0.43606 0.64571 -0.01 0.10 -0.03
C 3.43503 -1.31178 0.31077 0.22 0.01 0.09
C 2.35232 -0.85399 -0.41955 -0.60 -0.26 -0.26
C 2.26675 0.46440 -0.81481 -0.07 -0.06 -0.08
C 3.27456 1.35298 -0.47962 0.23 0.18 0.08
H 3.19140 2.38122 -0.79162 0.01 0.09 -0.02
H 1.41224 0.78848 -1.38736 -0.10 0.11 -0.05
S 1.02790 -1.98058 -0.77876 -0.24 -0.14 0.38
O 1.52721 -3.31106 -0.95753 0.18 -0.04 0.22
O 0.18804 -1.42500 -1.80942 0.27 0.20 0.11
N 0.20892 -1.96610 0.69276 0.52 -0.24 -0.57
H -0.33158 -2.81556 0.78013 0.01 -0.30 -0.13
C -0.58686 -0.76517 0.84028 -0.25 0.60 0.13
H 0.12145 0.06765 0.83411 -0.19 0.10 0.03
H -1.24800 -0.63975 -0.02431 0.02 0.12 0.11
C -1.39362 -0.72940 2.13888 0.07 0.04 -0.02
C -2.60289 -1.67293 2.12163 0.10 0.07 -0.12
H -2.28624 -2.68964 1.88220 -0.05 -0.11 0.08
C -3.66756 -1.21442 1.12491 -0.03 0.05 0.18
H -3.31068 -1.33680 0.10197 -0.07 0.02 -0.03
H -4.56611 -1.82267 1.23586 -0.03 -0.04 -0.04
C -4.02749 0.25685 1.35062 -0.24 -0.33 -0.24
N -2.83394 1.07160 1.32833 0.00 -0.05 0.36
C -2.41022 1.86637 0.32167 -0.28 0.41 -0.23
O -1.29784 2.36706 0.31327 0.33 0.07 -0.16
C -3.39277 2.17907 -0.78898 0.04 -0.35 -0.40
H -4.36268 2.48233 -0.39724 0.00 0.02 0.00
H -2.97754 2.98544 -1.39404 -0.02 0.00 0.19
S -3.71614 0.76277 -1.89881 -0.04 0.20 -0.03
C -2.15145 0.66503 -2.81016 -0.17 0.00 0.35
H -2.37437 0.15923 -3.74461 0.03 -0.02 -0.08
H -1.40816 0.09358 -2.26056 0.04 0.08 -0.07
H -1.79952 1.67297 -3.00702 0.09 0.06 -0.11
C -1.89520 0.70167 2.36769 0.47 -0.05 0.09
H -1.06833 1.41287 2.34310 -0.11 -0.08 0.08
H -2.40482 0.77176 3.33416 0.02 -0.01 -0.02
H -4.73504 0.58134 0.59075 0.00 0.04 0.13
H -4.49360 0.37542 2.33643 -0.05 0.02 -0.07
H -3.03713 -1.69246 3.12478 0.03 -0.09 0.05
H -0.72589 -1.00934 2.95907 -0.02 0.05 0.03
H 3.46764 -2.35116 0.59359 0.11 -0.13 0.11
H 5.30412 -0.75752 1.21055 0.09 -0.06 0.06
H 6.32771 3.46032 0.70404 -0.09 0.01 -0.05
```
Forces are in eV/Å.

> Look up the energy of the second one.

-85955.5606 eV